54
Properties=species:S:1:pos:R:3:mulliken_charge:R:1 method="wB97M-V/def2-TZVPD" total_energy_ha=-2063.145385 e_lumo_ev=-3.116 total_charge=0 orbital_gap_ev=2.34
S 2.213 1.819 -0.890 1.19
S -0.373 0.724 -2.205 1.21
O -0.848 -0.157 -3.336 -0.77
O -1.018 0.576 -0.848 -0.50
O 3.456 2.364 -1.550 -0.73
O 1.213 2.765 -0.284 -0.63
O 2.262 -0.388 -2.366 -0.33
C 3.859 -0.048 0.242 -0.34
C -1.089 4.672 -2.643 -0.71
C 2.654 0.602 0.345 -0.04
C 4.177 -1.045 1.140 -0.61
C -2.993 -2.325 0.195 -1.65
C -2.953 -1.549 1.466 1.58
C 2.085 -0.701 2.253 -0.17
C -2.059 -1.888 2.484 0.67
C -0.428 2.394 -2.847 -0.10
C 1.665 -1.528 -2.953 -0.71
C -0.993 -1.446 4.635 -0.77
C 3.287 -1.371 2.144 -0.51
C 1.771 0.295 1.352 -0.51
C -0.521 4.940 -3.872 -0.38
C -0.206 -2.580 4.496 -0.47
C -1.905 -1.105 3.669 -0.39
C 0.102 3.936 -4.583 -0.71
C 0.148 2.658 -4.067 -0.26
C -1.039 3.392 -2.128 0.16
C -1.238 -3.055 2.388 -0.27
C -0.345 -3.382 3.375 -0.70
C 1.402 0.585 -1.918 -0.04
C -3.982 -0.480 1.621 -1.56
H -4.183 0.012 0.668 0.39
H 0.639 -1.323 -3.253 0.39
H 1.676 -2.344 -2.232 0.25
H -3.681 0.303 2.313 0.37
H -1.990 -2.540 -0.173 0.36
H 0.502 -2.844 5.266 0.41
H 0.538 4.143 -5.547 0.39
H -4.923 -0.900 1.978 0.35
H 4.525 0.212 -0.565 0.41
H -1.583 5.453 -2.091 0.39
H 1.376 -0.978 3.016 0.40
H -0.892 -0.842 5.522 0.39
H 3.527 -2.161 2.836 0.39
H -3.498 -1.768 -0.596 0.40
H -1.349 -3.710 1.543 0.41
H -2.508 -0.228 3.814 0.24
H 0.827 0.816 1.400 0.46
H 0.247 -4.280 3.291 0.40
H 0.635 1.860 -4.605 0.41
H 2.246 -1.806 -3.832 0.25
H -0.570 5.936 -4.279 0.38
H -3.523 -3.269 0.324 0.44
H 5.107 -1.581 1.042 0.41
H -1.445 3.163 -1.155 0.40

***

21
Properties=species:S:1:pos:R:3:mulliken_charge:R:1 method="wB97M-V/def2-TZVPD" total_energy_ha=-382.749146 e_lumo_ev=-2.773 total_charge=+1 orbital_gap_ev=11.71
O 1.763 0.314 0.087 -0.61
N -0.748 0.662 0.583 -0.03
N 2.641 -1.325 -1.304 -0.15
C 3.678 -1.965 -2.047 -0.75
C -1.155 0.974 2.016 -1.15
C 2.277 -0.382 -0.705 0.50
C -1.033 1.888 -0.162 -1.09
C -1.581 -0.481 0.114 -0.98
H -2.136 0.926 2.182 0.44
H 3.782 -1.763 -3.069 0.32
H -0.372 2.791 0.078 0.38
H 4.565 -1.813 -1.575 0.36
H -2.002 2.393 -0.063 0.41
H -0.631 0.222 2.570 0.44
H -0.820 1.793 -1.138 0.47
H -1.101 -0.802 -0.814 0.41
H -0.804 1.910 2.119 0.44
H 0.367 0.433 0.649 0.52
H 3.367 -2.957 -2.029 0.31
H -2.501 -0.231 -0.365 0.36
H -1.604 -1.243 0.799 0.42

***

82
Properties=species:S:1:pos:R:3:mulliken_charge:R:1 method="wB97M-V/def2-TZVPD" total_energy_ha=-10780.092813 spin_multiplicity=2 e_lumo_ev="-3.812 / -5.252" total_charge=+1 orbital_gap_ev="5.75 / 4.30"
I 0.581 -6.559 0.289 0.09
I -1.231 -2.939 -4.031 0.09
Te -1.163 1.275 -4.089 0.18
Te -3.778 0.563 -3.763 -0.18
Se -0.514 2.259 -1.957 -0.22
Se -4.012 -0.809 -1.689 -0.21
Ge -1.945 1.145 2.008 -0.57
Ti -1.971 0.419 -0.869 -1.30
S 2.187 -1.288 -3.857 0.47
O -0.367 1.767 1.314 0.75
O -2.920 1.662 0.298 0.42
O -0.947 -0.856 -1.628 1.48
O 1.220 -0.146 -3.723 -0.53
O -1.717 -0.463 0.766 1.01
N 1.515 -0.589 1.586 1.14
C -1.207 -1.825 1.090 1.04
C 0.360 2.936 1.766 1.20
C -3.688 3.728 -0.660 -1.19
C -2.345 -2.793 0.789 -1.75
C -5.330 1.964 0.056 -1.61
C 1.146 -1.013 0.276 -0.90
C 3.500 0.156 -1.922 -0.27
C 3.279 -0.842 -5.212 -1.12
C 1.611 -3.632 1.448 -0.69
C -0.503 -3.108 -2.097 0.49
C -4.013 2.658 0.371 1.75
C -0.193 -4.437 -1.603 -0.57
C 0.309 -4.596 -0.370 -0.87
C 0.427 2.937 3.288 -1.60
C -0.460 -2.053 -1.272 -1.34
C 3.999 -2.211 -2.028 -0.55
C 4.329 0.272 -0.817 -0.43
C 2.257 -2.737 2.372 -1.55
C -0.329 4.193 1.254 -1.28
C -4.082 3.250 1.769 -2.01
C 1.762 2.857 1.168 -1.43
C -0.951 -1.843 2.589 -1.75
C 3.351 -1.087 -2.518 0.22
C 4.827 -2.083 -0.922 -0.65
C 2.143 -1.393 2.470 -0.38
C 0.660 -3.462 0.496 0.44
C 0.031 -2.106 0.170 3.48
C 4.989 -0.843 -0.318 -0.61
H -4.485 4.472 -0.686 0.52
H -1.333 4.297 1.668 0.22
H 2.885 -3.213 3.113 0.43
H -5.439 1.055 0.649 0.31
H 2.700 -0.915 -6.131 0.43
H 2.372 2.080 1.631 0.42
H 0.852 2.000 3.658 0.25
H 1.709 2.655 0.097 0.17
H 3.833 -3.181 -2.481 0.46
H -2.751 4.233 -0.421 0.14
H -0.429 -2.759 2.864 0.37
H 2.581 -0.881 3.320 0.57
H 4.454 1.234 -0.338 0.46
H 5.331 -2.952 -0.523 0.45
H -5.402 1.699 -0.995 0.19
H -3.129 3.672 2.094 0.37
H -4.803 4.067 1.757 0.53
H -6.155 2.634 0.301 0.52
H 0.236 5.078 1.548 0.58
H 0.858 -0.119 -0.275 -0.65
H -0.351 -1.004 2.929 0.51
H 1.953 -4.653 1.566 0.03
H -0.428 -5.281 -2.235 0.49
H -1.908 -1.831 3.112 0.44
H 4.114 -1.540 -5.242 0.40
H 1.060 3.752 3.641 0.44
H -0.401 4.184 0.165 0.01
H -2.542 -2.887 -0.278 0.13
H 5.627 -0.748 0.550 0.43
H 2.940 1.000 -2.305 0.47
H -3.602 3.287 -1.655 0.11
H -2.085 -3.779 1.177 0.37
H 2.020 -1.432 -0.219 -0.07
H -0.559 3.070 3.738 0.40
H 2.281 3.805 1.313 0.55
H 3.633 0.175 -5.055 0.33
H -3.251 -2.458 1.295 0.52
H 1.221 0.332 1.859 -0.45
H -4.423 2.523 2.507 0.47

***

14
Properties=species:S:1:pos:R:3:mulliken_charge:R:1 method="wB97M-V/def2-TZVPD" total_energy_ha=-361.245552 e_lumo_ev=-3.488 total_charge=+1 orbital_gap_ev=11.50
O 1.921 -0.688 -0.698 -0.54
O 2.898 0.800 0.548 -0.47
O 4.125 -0.475 -0.730 -0.42
N -1.289 -0.126 0.025 -0.34
C -1.284 -0.100 1.516 -0.78
C 2.937 -0.175 -0.362 0.72
H -0.442 -0.792 -0.251 0.39
H -1.765 -1.059 1.834 0.33
H -0.851 0.764 -0.223 0.37
H -1.894 0.670 1.827 0.38
H 4.128 -1.128 -1.396 0.35
H -0.319 0.139 1.819 0.31
H 3.752 1.327 0.637 0.36
H -2.145 -0.303 -0.488 0.34

***

53
Properties=species:S:1:pos:R:3:mulliken_charge:R:1 method="wB97M-V/def2-TZVPD" total_energy_ha=-1694.745698 smiles="CC(=O)Nc1ccc(S(=O)(=O)N2CCC(C(=O)NCc3cccnc3)CC2)cc1" e_lumo_ev=0.294 total_charge=0 orbital_gap_ev=9.33
S 3.481 -1.177 -0.447 1.28
O 4.097 -2.033 0.522 -0.75
O -2.829 -1.723 2.121 -0.62
O 3.854 -1.282 -1.827 -0.73
O 0.135 3.657 0.461 -0.70
N 3.805 0.380 0.023 0.13
N -4.718 0.336 -0.798 -0.58
N -0.741 1.697 1.159 -0.06
N -2.414 -2.022 -0.095 -0.01
C -3.102 1.222 -2.307 -0.69
C 3.621 1.464 -0.918 -0.73
C -4.633 -2.452 0.709 -1.33
C 0.260 2.471 0.675 -0.29
C 2.537 2.447 -0.452 -1.09
C -0.227 -1.959 0.981 -0.81
C 1.537 1.684 0.412 2.35
C -1.039 -1.814 -0.148 0.87
C 0.914 -1.326 -1.474 -0.50
C 1.704 -1.455 -0.345 -0.41
C -3.221 -2.031 1.020 0.69
C -4.056 0.885 0.207 -0.44
C -2.884 1.614 0.046 0.57
C -0.452 -1.509 -1.379 -0.61
C 1.141 -1.792 0.872 -0.48
C -2.112 2.157 1.219 -1.12
C 3.636 0.723 1.410 -0.93
C -4.252 0.500 -2.024 -0.44
C 2.224 1.271 1.720 -0.56
C -2.405 1.780 -1.250 0.01
H 2.306 2.142 2.372 0.57
H -1.074 -1.420 -2.258 0.35
H -2.874 -2.128 -0.988 0.29
H 3.363 1.002 -1.871 0.35
H -5.188 -2.551 1.637 0.34
H -1.501 2.346 -1.420 0.55
H -4.636 -3.403 0.181 0.39
H 4.577 1.984 -1.044 0.34
H 3.851 -0.181 1.979 0.37
H 1.622 0.522 2.236 0.21
H -0.599 0.703 1.260 0.02
H -0.674 -2.214 1.927 0.46
H 2.972 3.257 0.135 0.37
H 1.240 0.784 -0.136 -0.93
H -2.077 3.250 1.179 0.45
H -4.479 0.726 1.191 0.46
H 1.787 -1.942 1.722 0.61
H -2.761 1.340 -3.323 0.46
H -5.110 -1.696 0.085 0.33
H 4.395 1.472 1.658 0.32
H -4.829 0.029 -2.810 0.38
H -2.569 1.838 2.159 0.44
H 2.036 2.895 -1.310 0.36
H 1.387 -1.095 -2.415 0.50

***

43
Properties=species:S:1:pos:R:3:mulliken_charge:R:1 method="wB97M-V/def2-TZVPD" total_energy_ha=-1314.399444 smiles="CCCc1nnc(NC(=O)CCC(=O)N2CCCCC2)s1" e_lumo_ev=0.619 total_charge=0 orbital_gap_ev=9.46
S -0.005 -1.749 0.731 -0.07
O 1.411 0.424 1.112 -0.63
O -1.416 2.013 -0.526 -0.65
N -2.193 -1.177 1.941 -0.56
N 0.589 2.683 -1.285 0.05
N -0.670 0.600 1.955 0.01
N -2.348 -2.422 1.504 -0.45
C 1.878 3.328 -1.188 -0.90
C 2.918 1.387 -2.373 -0.92
C -1.285 -4.240 0.255 -0.67
C -1.219 -4.156 -1.274 -0.20
C -0.385 2.645 -0.359 1.05
C -0.183 3.401 0.955 -1.27
C -1.170 -5.541 -1.904 -1.30
C -1.048 -0.673 1.625 0.32
C 2.995 2.281 -1.139 -0.28
C -1.342 -2.891 0.862 0.53
C 1.531 0.754 -2.444 -0.16
C 0.719 2.587 1.903 -0.70
C 0.466 1.848 -2.466 -0.97
C 0.548 1.109 1.617 0.42
H 0.222 4.400 0.798 0.39
H 0.588 2.478 -3.354 0.34
H -0.403 -4.768 0.625 0.29
H -0.537 1.420 -2.466 0.45
H 1.924 3.975 -0.315 0.35
H 2.871 1.662 -0.250 0.06
H -2.178 -4.788 0.562 0.33
H -0.332 -3.588 -1.563 0.30
H -1.179 3.507 1.389 0.48
H 1.770 2.829 1.743 0.33
H 3.961 2.785 -1.086 0.40
H -1.126 -5.464 -2.987 0.36
H 0.467 2.800 2.943 0.45
H -2.054 -6.114 -1.635 0.33
H 1.433 0.134 -3.336 0.36
H 3.100 1.980 -3.274 0.33
H -0.292 -6.085 -1.563 0.32
H 1.378 0.125 -1.565 0.05
H -1.407 1.193 2.310 0.28
H 3.683 0.611 -2.318 0.39
H -2.096 -3.617 -1.638 0.30
H 2.007 3.952 -2.082 0.43

***

54
Properties=species:S:1:pos:R:3:mulliken_charge:R:1 method="wB97M-V/def2-TZVPD" total_energy_ha=-1449.793472 e_lumo_ev=2.430 total_charge=-1 orbital_gap_ev=7.54
O 2.013 -6.341 -5.402 -0.60
O 2.129 -2.033 -5.759 -0.58
O -1.158 1.466 5.952 -0.69
O 0.118 6.300 3.135 -0.71
O -0.550 -5.458 -4.511 -0.59
O 1.664 -2.611 -3.604 -0.44
O -1.707 -1.501 -1.245 -0.63
O 0.077 0.045 1.057 -0.74
O 0.051 -3.637 -1.415 -0.61
O -1.497 0.844 -0.256 -0.87
N -0.230 4.188 3.694 0.09
N -0.464 3.431 6.565 -0.14
C 2.646 -2.713 -4.629 0.18
C -1.017 3.006 4.095 0.21
C -0.764 0.918 0.758 0.39
C -0.113 4.851 6.539 -0.70
C -0.687 1.827 3.153 -0.86
C -0.672 5.392 3.340 0.65
C -0.907 2.153 1.663 -0.10
C 2.958 -4.171 -4.954 -0.76
C 1.679 -4.953 -5.248 -0.32
C -0.882 2.603 5.594 0.01
C -0.794 -1.613 -2.344 -0.68
C 0.409 -3.292 -3.836 -0.21
C -0.518 -3.097 -2.616 0.03
C 0.657 -4.789 -4.113 0.09
C -2.159 5.656 3.230 -1.09
H -2.635 5.468 4.189 0.32
H -1.632 -0.582 -0.835 0.53
H -1.474 -3.592 -2.819 0.30
H 1.236 -4.573 -6.176 0.30
H 0.051 5.207 7.557 0.34
H 0.770 4.073 3.659 0.29
H -1.219 -1.132 -3.230 0.31
H -0.920 5.433 6.091 0.19
H -2.076 3.212 3.956 0.31
H 2.422 -6.669 -4.583 0.39
H -0.416 2.972 7.462 0.29
H 1.671 -1.241 -5.427 0.37
H -0.335 -6.364 -4.795 0.39
H 3.564 -2.219 -4.290 0.29
H 1.049 -5.252 -3.200 0.29
H 3.628 -4.219 -5.816 0.32
H 3.472 -4.615 -4.097 0.37
H 0.807 5.003 5.969 0.25
H -0.334 -3.126 -0.671 0.42
H 0.140 -1.098 -2.093 0.31
H -2.578 5.005 2.465 0.29
H -1.909 2.573 1.548 0.13
H -2.310 6.696 2.943 0.34
H 0.351 1.530 3.308 0.28
H -0.186 2.908 1.344 0.20
H -1.332 0.986 3.410 0.31
H -0.086 -2.859 -4.711 0.55

***

81
Properties=species:S:1:pos:R:3:mulliken_charge:R:1 method="wB97M-V/def2-TZVPD" total_energy_ha=-2706.676515 e_lumo_ev=0.085 total_charge=0 orbital_gap_ev=4.69
Te 3.119 1.640 -2.893 0.33
Ti -0.166 -0.254 0.358 -1.30
N 0.998 -2.156 -0.355 0.07
N -1.702 0.466 1.424 1.67
N -1.985 -1.119 -0.612 1.71
N 0.715 1.236 1.825 1.60
N -0.694 -2.143 1.846 0.28
N 2.079 -1.396 2.019 0.11
N 0.274 0.595 -1.109 0.20
C -0.639 -3.400 1.105 -1.13
C -0.415 1.709 -1.612 0.24
C 1.542 2.950 3.879 -1.00
C -0.177 1.710 2.750 0.64
C 2.439 2.521 2.891 -1.06
C -2.584 1.784 3.258 -0.81
C 0.570 -3.477 0.156 -0.69
C -3.136 -0.919 0.133 0.48
C 0.238 2.568 3.789 -1.04
C 1.478 -2.298 3.003 -1.03
C 2.936 1.364 0.764 -0.52
C -2.123 -1.815 -1.785 0.71
C -1.249 1.620 -2.735 0.01
C 1.991 1.704 1.882 0.29
C -3.007 -0.020 1.213 0.23
C 2.463 -1.993 -0.349 -0.04
C -4.354 -1.557 -0.216 -1.41
C -0.947 -1.962 -2.716 -1.34
C -0.301 2.966 -0.996 0.01
C -3.300 -2.394 -2.176 -0.94
C -0.021 -2.086 3.139 -0.84
C -1.527 1.316 2.518 -0.14
C -4.439 -2.296 -1.349 -0.96
C 3.020 -1.995 1.079 -1.34
C -1.803 3.965 -2.594 -0.58
C -0.978 4.071 -1.482 -0.78
C -4.080 0.445 1.960 -0.66
C 4.533 2.205 -4.392 -1.06
C -1.934 2.730 -3.210 -0.87
C 1.753 0.826 -4.304 -0.29
C -3.893 1.369 2.974 -1.56
H 1.184 1.616 -4.784 0.37
H 1.931 -2.181 3.993 0.52
H -5.364 -2.784 -1.626 0.43
H 2.947 -2.787 -0.929 0.63
H -2.400 2.480 4.063 0.44
H -1.667 -1.882 1.975 0.34
H -2.581 2.623 -4.074 0.41
H 0.730 -2.084 -1.327 -0.20
H -5.075 0.097 1.726 0.39
H -0.435 -2.919 -2.563 0.52
H 0.334 3.053 -0.123 0.17
H -1.300 -1.971 -3.746 0.60
H 3.274 -3.012 1.390 0.42
H -1.375 0.666 -3.231 0.24
H -0.622 -4.274 1.769 0.54
H 3.820 0.833 1.121 0.22
H 3.284 2.290 0.302 0.66
H 3.466 2.861 2.882 0.55
H 4.894 1.327 -4.922 0.32
H -0.248 -1.135 -2.590 -0.58
H 4.074 2.904 -5.087 0.31
H -0.864 5.026 -0.981 0.40
H -1.553 -3.462 0.516 0.33
H -3.343 -2.919 -3.121 0.51
H -4.733 1.756 3.534 0.42
H 1.873 3.600 4.679 0.42
H -5.215 -1.447 0.427 0.43
H -0.420 -2.827 3.846 0.46
H 2.480 -0.595 2.482 0.34
H 2.306 0.243 -5.038 0.49
H 1.417 -3.944 0.656 0.42
H 0.313 -4.137 -0.676 0.59
H 2.680 -1.051 -0.852 -0.14
H 1.083 0.186 -3.739 -0.58
H 1.674 -3.329 2.705 0.32
H 5.369 2.694 -3.894 0.29
H -0.214 -1.093 3.555 0.33
H -2.336 4.828 -2.971 0.39
H 3.962 -1.444 1.067 0.52
H 2.436 0.795 -0.011 -0.88
H -0.480 2.917 4.516 0.44

***

19
Properties=species:S:1:pos:R:3:mulliken_charge:R:1 method="wB97M-V/def2-TZVPD" total_energy_ha=-252.987653 smiles="C=CC.CNC" e_lumo_ev=1.103 total_charge=0 orbital_gap_ev=9.82
N 2.006 0.981 -1.132 -0.48
C -0.524 -0.941 2.038 -0.95
C -1.633 -0.572 1.388 0.18
C -2.061 -1.138 0.083 -0.98
C 1.122 -0.117 -1.729 -0.69
C 1.383 1.535 0.092 -0.58
H 2.097 1.730 -1.807 0.27
H 1.278 -1.028 -1.153 0.22
H 0.566 2.182 -0.212 0.29
H -2.185 -0.273 -0.612 0.22
H 1.935 2.201 0.750 0.31
H 0.108 0.218 -1.812 0.22
H -2.962 -1.721 0.183 0.34
H -2.131 0.357 1.668 0.31
H 0.148 -1.753 1.819 0.33
H -0.294 -0.379 2.938 0.28
H 1.432 -0.182 -2.782 0.36
H 1.085 0.682 0.728 0.08
H -1.370 -1.781 -0.448 0.26

***

The molecular weight results, record by record, are as follows: 444.57 117.17 1289.09 94.09 416.50 310.42 395.38 687.19 87.17 g mol⁻¹.
The energy relative to the best compared isomer or geometry (same formula, charge and spin) results, record by record, are as follows: 531.7 295.4 231.8 46.3 145.8 55.6 53.5 89.7 198.0 kJ/mol.